*one*
{"formula": "C7H16N", "method": "ωB97M-V with the def2-TZVPD basis set", "spin_multiplicity": 1, "molar_mass_g_mol": 114.2, "total_charge": 1, "symbols": ["C", "C", "C", "N", "H", "H", "H", "H", "H", "H", "H", "H", "C", "C", "C", "C", "H", "H", "H", "H", "H", "H", "H", "H"], "coordinates": [[-1.62185, -1.70473, 1.65007], [-0.89407, -1.78724, 0.31242], [0.38670, -1.68812, -0.06051], [-1.82488, -2.32071, -0.75700], [-1.03684, -1.11591, 2.37734], [-2.57092, -1.21763, 1.46478], [-1.71329, -2.71859, 2.11400], [0.69871, -2.05185, -1.02341], [1.12000, -1.45235, 0.71762], [-2.34302, -3.15380, -0.38974], [-1.30722, -2.54686, -1.63570], [-2.52640, -1.57945, -0.91555], [0.64377, 2.14505, 1.65572], [0.58221, 1.82290, 0.16988], [1.56863, 2.07846, -0.68988], [1.58843, 1.80851, -2.20940], [1.61932, 2.62659, 1.84647], [-0.15963, 2.86989, 1.98291], [0.47228, 1.26429, 2.30799], [-0.37469, 1.43815, -0.21093], [2.50697, 2.58723, -0.44438], [1.15914, 0.82105, -2.50616], [1.07314, 2.57621, -2.75963], [2.63365, 1.84908, -2.59638]]}

=====

*two*
{"formula": "C7H16N", "method": "ωB97M-V with the def2-TZVPD basis set", "smiles": "C/C=C/CC[C@H](C)[NH3+]", "spin_multiplicity": 1, "molar_mass_g_mol": 114.2, "total_charge": 1, "symbols": ["C", "C", "C", "C", "C", "C", "C", "N", "H", "H", "H", "H", "H", "H", "H", "H", "H", "H", "H", "H", "H", "H", "H", "H"], "coordinates": [[-2.60428, -1.46288, 0.37430], [-1.36809, -0.85108, 1.08099], [-0.65558, 0.10780, 0.19845], [0.53243, -0.67257, -0.41996], [3.34244, 1.69998, -1.87767], [2.37370, 0.65613, -1.64162], [1.72051, 0.30909, -0.51073], [-1.87624, 0.10587, 2.37315], [-3.30201, -2.22518, 0.67867], [-2.44060, -1.91440, -0.68043], [-3.16863, -0.56238, 0.03114], [-0.76472, -1.73229, 1.58436], [-1.05673, 0.47594, -0.78767], [-0.43612, 1.02909, 0.63088], [0.24772, -1.07002, -1.37710], [0.72450, -1.50590, 0.20054], [4.36050, 1.27063, -1.66449], [3.34997, 2.06656, -2.89447], [3.23802, 2.54552, -1.23499], [2.14648, 0.14399, -2.53886], [1.75069, 0.92342, 0.36735], [-1.18241, 0.57839, 2.95460], [-2.56253, 0.74195, 2.13724], [-2.36903, -0.65766, 3.01632]]}

=====

Result of the stability comparison: *two* is the least stable of them.

=====

*one*
{"formula": "C7H16N", "method": "ωB97M-V with the def2-TZVPD basis set", "spin_multiplicity": 1, "molar_mass_g_mol": 114.2, "total_charge": 1, "symbols": ["C", "C", "C", "C", "C", "C", "C", "N", "H", "H", "H", "H", "H", "H", "H", "H", "H", "H", "H", "H", "H", "H", "H", "H"], "coordinates": [[-0.40793, -0.22945, -1.57022], [-0.15646, -0.20122, 0.74027], [-1.69429, 0.27951, -2.07567], [0.92226, 0.22021, -2.07612], [-1.21804, 0.61220, 1.25680], [1.30211, -0.20393, 2.75576], [1.21968, -0.21732, 1.21473], [-0.52112, -1.13612, -0.39798], [-2.56755, -0.54923, -1.90070], [-1.48250, 0.55946, -3.21407], [-1.99742, 1.21743, -1.67289], [0.89044, 1.30194, -2.34562], [1.23517, -0.44068, -3.01209], [1.71090, 0.19326, -1.45029], [-1.43727, 0.43648, 2.31859], [-2.20673, 0.58837, 0.68638], [-1.01623, 1.70855, 1.37089], [0.73903, 0.70496, 3.06261], [2.28264, -0.28307, 3.11891], [0.85120, -0.96690, 3.26132], [1.76763, -1.11328, 1.00334], [1.76663, 0.75596, 0.95905], [-1.44240, -1.44130, -0.09597], [0.16885, -1.84663, -0.24939]]}

=====

*two*
{"formula": "C7H16N", "method": "ωB97M-V with the def2-TZVPD basis set", "smiles": "C/C=C(\\C)CCC[NH3+]", "spin_multiplicity": 1, "molar_mass_g_mol": 114.2, "total_charge": 1, "symbols": ["C", "C", "C", "C", "C", "C", "C", "N", "H", "H", "H", "H", "H", "H", "H", "H", "H", "H", "H", "H", "H", "H", "H", "H"], "coordinates": [[0.89428, -0.21516, -2.57356], [0.18613, 0.22827, -1.28432], [0.02800, -0.75950, -0.06202], [0.45547, 0.27000, 2.19008], [-0.36069, 0.11954, 1.14967], [-1.50373, 0.98444, 1.01781], [0.20776, 1.04276, 3.45232], [0.20557, -1.46952, -3.14496], [1.00595, 0.61809, -3.28653], [1.94136, -0.55309, -2.34206], [-0.81766, 0.37213, -1.52601], [0.63674, 1.12057, -0.72944], [0.89593, -1.46423, 0.18171], [-0.80482, -1.50416, -0.32358], [1.24980, -0.34172, 2.22236], [-2.34084, 0.37236, 0.70323], [-1.34545, 1.84296, 0.29792], [-1.87602, 1.47043, 1.88795], [0.83069, 0.69444, 4.22431], [0.45827, 2.13059, 3.48708], [-0.89150, 1.05749, 3.64356], [-0.76646, -1.16735, -3.45151], [0.03513, -2.35267, -2.46079], [0.90664, -2.03123, -3.85344]]}

=====

Result of the stability comparison: *one* is the least stable of them.

=====

*one*
{"formula": "C7H16N", "method": "ωB97M-V with the def2-TZVPD basis set", "spin_multiplicity": 1, "molar_mass_g_mol": 114.2, "total_charge": 1, "symbols": ["C", "C", "C", "C", "C", "C", "C", "N", "H", "H", "H", "H", "H", "H", "H", "H", "H", "H", "H", "H", "H", "H", "H", "H"], "coordinates": [[-0.66266, 1.41359, -1.31478], [-1.68565, 0.36500, -0.83779], [-1.06417, -0.83783, -0.31984], [0.18431, -1.28885, -0.86157], [3.40026, 0.02333, 0.73131], [2.02236, -0.48656, 0.72733], [1.45424, -0.92246, -0.42912], [-3.11450, 0.44285, 1.24691], [0.21599, 1.34013, -0.66940], [-1.10066, 2.40379, -1.36384], [-0.22245, 1.12239, -2.27484], [-2.36137, 0.07592, -1.64168], [-0.76839, -0.40562, 0.90766], [-1.71022, -1.67703, -0.05796], [0.20038, -2.07267, -1.61462], [-0.66538, -0.27930, 1.73308], [3.55032, 1.05822, 0.39877], [3.95892, -0.11593, 1.65538], [3.84341, -0.48339, -0.12729], [1.49514, -0.52692, 1.67300], [2.18079, -1.15500, -1.21572], [-2.31587, 0.74647, 0.18459], [-2.75043, 0.51238, 2.19107], [-4.08439, 0.74749, 1.27935]]}

=====

*two*
{"formula": "C7H16N", "method": "ωB97M-V with the def2-TZVPD basis set", "smiles": "C/C=C(\\C)CCC[NH3+]", "spin_multiplicity": 1, "molar_mass_g_mol": 114.2, "total_charge": 1, "symbols": ["C", "C", "C", "C", "C", "C", "C", "N", "H", "H", "H", "H", "H", "H", "H", "H", "H", "H", "H", "H", "H", "H", "H", "H"], "coordinates": [[-0.12436, -1.99820, 1.48569], [0.20826, -1.25389, 0.16966], [-0.77274, -0.11084, -0.16476], [0.72679, 1.82250, 0.04523], [-0.08337, 1.13137, -0.75500], [-0.52429, 1.56775, -2.11746], [1.24779, 3.21258, -0.17384], [-0.48467, -3.45507, 1.24467], [0.67197, -1.93790, 2.21768], [-0.99092, -1.53976, 1.95547], [0.17777, -1.98315, -0.64804], [1.23648, -0.90711, 0.24413], [-1.28659, 0.23165, 0.73258], [-1.51731, -0.50107, -0.84855], [0.87228, 1.40786, 1.03973], [-1.61098, 1.55238, -2.20861], [-0.09830, 0.91456, -2.88549], [-0.19673, 2.59061, -2.31930], [1.86502, 3.26706, -1.06974], [0.47720, 3.97251, -0.30046], [1.91669, 3.48502, 0.63710], [-1.36915, -3.70729, 1.69407], [0.17011, -4.05082, 1.76695], [-0.51094, -3.71074, 0.25827]]}

=====

Result of the stability comparison: *one* is the least stable of them.

=====

*one*
{"formula": "C3H7N3S", "method": "ωB97M-V with the def2-TZVPD basis set", "smiles": "[H]/N=C(\\C)N/C=N\\S", "spin_multiplicity": 1, "molar_mass_g_mol": 117.2, "symbols": ["C", "C", "C", "H", "H", "H", "H", "H", "H", "H", "N", "N", "N", "S"], "coordinates": [[-2.03333, -0.25868, 0.33214], [-0.57397, -0.24620, -0.15158], [1.48839, 1.29758, -0.25744], [-2.69075, 0.54015, -0.11517], [-2.44719, -1.26772, 0.02453], [-2.04560, -0.21965, 1.41258], [-0.52995, -2.03114, -0.70406], [-0.38357, 1.64690, 0.44000], [1.53355, 2.38130, -0.50631], [1.86518, -1.48166, 0.15383], [0.05242, -1.20892, -0.70770], [0.17017, 0.90350, 0.09895], [2.58453, 0.72214, -0.26993], [3.01011, -0.77760, 0.25013]]}

=====

*two*
{"formula": "C3H7N3S", "method": "ωB97M-V with the def2-TZVPD basis set", "spin_multiplicity": 1, "molar_mass_g_mol": 117.2, "symbols": ["C", "C", "C", "H", "H", "H", "H", "H", "H", "H", "N", "N", "N", "S"], "coordinates": [[0.68740, 0.57479, -0.51099], [-0.52706, 1.15982, -1.22983], [-1.19509, -0.63346, 0.37380], [1.89973, -1.62067, 0.80859], [1.21056, 0.26735, 1.31945], [0.86466, 1.00899, 0.71031], [1.69741, 0.59192, -1.14128], [-0.71688, 0.87030, -2.26690], [-0.38176, 2.24845, -1.45037], [-1.05936, -2.29376, 1.27053], [0.96333, -1.00809, 1.13869], [0.24480, -0.70814, -0.06850], [-1.70160, -1.40432, 1.27417], [-1.98612, 0.94683, -0.22769]]}

=====

*three*
{"formula": "C3H7N3S", "method": "ωB97M-V with the def2-TZVPD basis set", "smiles": "NC(=S)NN1CC1", "spin_multiplicity": 1, "molar_mass_g_mol": 117.2, "symbols": ["C", "C", "C", "H", "H", "H", "H", "H", "H", "H", "N", "N", "N", "S"], "coordinates": [[-1.33668, -0.01578, -0.03612], [1.69920, 0.56898, -0.74238], [1.68923, 0.51201, 0.73118], [-2.55345, -1.66560, 0.28572], [-3.33861, -0.16838, 0.06993], [-0.42183, -1.81413, -0.18064], [2.61989, 0.33404, -1.32811], [1.00937, 1.26542, -1.19927], [1.02440, 1.19950, 1.24056], [2.59207, 0.25073, 1.30904], [-2.50556, -0.72901, -0.05794], [-0.24390, -0.82465, -0.04236], [1.12395, -0.57082, -0.03287], [-1.35808, 1.65770, -0.01673]]}

=====

Result of the stability comparison: *two* is the least stable of them.

=====

*one*
{"formula": "C3H7N3S", "method": "ωB97M-V with the def2-TZVPD basis set", "spin_multiplicity": 1, "molar_mass_g_mol": 117.2, "symbols": ["C", "C", "C", "H", "H", "H", "H", "H", "H", "H", "N", "N", "N", "S"], "coordinates": [[-1.60688, -0.58774, 0.85251], [-0.48605, -0.67862, -0.10828], [0.55444, 1.64010, 0.66494], [-2.05234, 0.43542, 0.70712], [-1.35292, -0.86247, 2.03789], [-2.34575, -1.34330, 0.38025], [0.43803, -1.44891, -1.75381], [1.28263, -0.08481, -2.23007], [2.36443, -0.36956, -0.70768], [1.36845, 2.10702, 0.16947], [-0.24532, -1.68113, -0.92868], [0.42016, 0.58843, -0.28566], [1.67776, 0.42946, -1.11422], [-0.01665, 1.85611, 2.31621]]}

=====

*two*
{"formula": "C3H7N3S", "method": "ωB97M-V with the def2-TZVPD basis set", "smiles": "C=C/C(=N/N)NS", "spin_multiplicity": 1, "molar_mass_g_mol": 117.2, "symbols": ["C", "C", "C", "H", "H", "H", "H", "H", "H", "H", "N", "N", "N", "S"], "coordinates": [[0.01312, -0.05607, 0.04753], [-0.46067, -0.41274, -1.31167], [0.46308, -0.35702, -2.38632], [0.63930, -1.09827, 2.50203], [2.14229, -1.32070, 2.12092], [-0.47499, 0.91712, 1.83517], [-1.91696, 2.91664, 0.06536], [-1.62199, -0.77593, -1.09897], [1.68849, -0.12255, -2.24971], [0.01759, -0.71924, -3.35996], [1.37667, -0.54460, 2.05386], [1.03134, -0.71707, 0.53172], [-0.74236, 0.77318, 0.89020], [-2.15490, 1.51724, 0.35985]]}

=====

Result of the stability comparison: *one* is the least stable of them.

=====

*one*
{"formula": "C3H7N3S", "method": "ωB97M-V with the def2-TZVPD basis set", "smiles": "[H]/N=C(\\CN)NC=S", "spin_multiplicity": 1, "molar_mass_g_mol": 117.2, "symbols": ["C", "C", "C", "H", "H", "H", "H", "H", "H", "H", "N", "N", "N", "S"], "coordinates": [[1.35835, -0.19773, 0.23363], [0.11286, 0.67092, 0.00334], [-2.35332, 0.49281, -0.03345], [1.79180, -2.20161, 0.20131], [1.21525, -1.66287, -1.18889], [1.50032, -0.21797, 1.31580], [2.20424, 0.36165, -0.22579], [1.02440, 2.30986, -0.05256], [-1.03223, -1.08452, 0.14572], [-2.24857, 1.59778, -0.07677], [1.12350, -1.56281, -0.18987], [0.10659, 1.94646, -0.18276], [-1.08919, -0.06108, 0.05378], [-3.71397, -0.39090, -0.00347]]}

=====

*two*
{"formula": "C3H7N3S", "method": "ωB97M-V with the def2-TZVPD basis set", "smiles": "[H]/N=C(/NN)[C@@H]1CS1", "spin_multiplicity": 1, "molar_mass_g_mol": 117.2, "symbols": ["C", "C", "C", "H", "H", "H", "H", "H", "H", "H", "N", "N", "N", "S"], "coordinates": [[-0.31078, 0.79828, -0.04672], [0.72381, -0.32839, -0.12556], [1.76635, -0.34776, 0.92362], [-1.91751, -0.89260, -1.54868], [-1.80294, -1.62947, -0.05741], [-2.31011, 0.96227, -0.06154], [0.88477, 2.15409, -0.19952], [0.30039, -1.31000, -0.47197], [1.80174, 0.40011, 1.62202], [2.23901, -1.29866, 1.25729], [-2.10915, -0.83904, -0.52830], [-1.60156, 0.25522, 0.19158], [-0.12565, 2.04939, -0.24421], [2.46165, 0.02656, -0.71059]]}

=====

Result of the stability comparison: *two* is the least stable of them.